<w>
C11H24N4 | the ωB97M-V functional and the def2-TZVPD basis

## Properties
orbital gap: 9.82 eV
SMILES string: C=NC(/[NH+]=C/N(C)C)=[N+](C(C)C)C(C)C
total charge: +2

Geometry as XYZ:
```
39
C11H24N4, DFT the ωB97M-V functional and the def2-TZVPD basis
C 0.18820 3.03216 0.59626
N -0.07493 1.98196 -0.04253
C 0.02625 0.54867 0.02007
N -1.21533 -0.05286 0.16384
C -2.34171 0.40768 -0.26217
N -3.48880 -0.11911 0.08084
C -4.77869 0.38902 -0.50442
C -3.64744 -1.25248 0.91332
N 1.16460 -0.10845 -0.07348
C 2.49662 0.55535 -0.22074
C 2.77814 1.23189 1.04264
C 2.52060 1.40917 -1.47416
C 1.22852 -1.63691 -0.15484
C 1.97515 -2.03625 1.05984
C 1.77582 -2.12481 -1.58865
H 0.48739 3.14700 1.60351
H 0.09316 3.99752 0.04322
H -1.28405 -0.92797 0.60152
H -2.48173 1.25208 -0.94801
H -4.69707 0.86271 -1.45158
H -5.49787 -0.33844 -0.63392
H -5.31483 1.06951 0.31937
H -4.26750 -1.94217 0.33482
H -2.75772 -1.53294 1.48967
H -4.43915 -1.12891 1.72054
H 3.20524 -0.21069 -0.27667
H 3.81458 1.32339 1.19793
H 2.41083 2.20686 1.19984
H 2.26409 0.76371 1.98898
H 1.82374 0.97025 -2.15462
H 3.45639 1.54831 -1.94456
H 2.10451 2.28207 -1.29970
H 0.22734 -2.02297 -0.20991
H 2.20260 -3.06363 1.06737
H 2.88778 -1.71698 1.24009
H 1.35546 -1.97378 1.92324
H 2.77063 -2.62359 -1.21848
H 1.91635 -1.27810 -2.25364
H 1.11285 -2.88828 -1.89483
```


<x>
C11H24N4 | the ωB97M-V functional and the def2-TZVPD basis

## Properties
orbital gap: 10.96 eV
SMILES string: C=CN(C=[NH2+])[C@](C)(N)[NH+]1CCCCCC1
total charge: +2

Geometry as XYZ:
```
39
C11H24N4, DFT the ωB97M-V functional and the def2-TZVPD basis
C 2.84234 3.16256 0.15856
C 1.78479 2.40915 0.01000
N 1.65303 1.00624 0.59779
C 2.73278 0.29218 0.47186
N 2.95138 -0.86226 1.02132
C 0.34673 0.50223 1.15486
C -0.37301 1.71515 1.76846
N 0.70975 -0.60517 2.10480
N -0.43180 -0.11729 0.09452
C -1.91376 -0.38201 0.47206
C -2.23686 -1.83735 0.17299
C -2.42142 -2.19385 -1.25776
C -1.18763 -1.95400 -2.13524
C -0.98407 -0.49407 -2.43300
C -0.47449 0.51165 -1.35618
H 2.79576 4.11366 -0.41040
H 3.64182 2.92924 0.89682
H 0.94827 2.69630 -0.59783
H 3.65430 0.82474 0.00236
H 3.87930 -1.38243 1.00503
H 2.17515 -1.29124 1.45785
H -0.74889 2.35299 1.02213
H 0.25510 2.37434 2.50790
H -1.32435 1.32511 2.34456
H -0.09455 -1.18457 2.41016
H 1.37132 -0.44658 2.81036
H -0.06843 -1.11748 -0.11091
H -2.49261 0.32132 -0.22936
H -2.22926 -0.16815 1.54119
H -3.01060 -2.22604 0.73696
H -1.35632 -2.47005 0.54017
H -3.17684 -1.43324 -1.63314
H -2.93876 -3.13070 -1.48360
H -0.31578 -2.65502 -1.83281
H -1.32623 -2.37548 -3.10935
H -0.23210 -0.25793 -3.26524
H -1.92475 -0.14105 -2.69350
H 0.52094 0.74164 -1.48954
H -1.00021 1.44745 -1.26482
```


Computed stability ranking, most favorable first: <x>, <w>


<w>
C6H14NS | the ωB97M-V functional and the def2-TZVPD basis

## Properties
orbital gap: 6.34 eV
total charge: -1

Geometry as XYZ:
```
22
C6H14NS, DFT the ωB97M-V functional and the def2-TZVPD basis
C 0.83694 1.36683 -0.38684
C 1.71864 0.24521 -1.00907
S 2.77318 -0.43543 0.31142
C 0.02203 0.94599 0.84529
N -1.69939 1.03952 0.40130
C -3.36632 -1.01450 -1.86221
C -1.06157 -0.15473 0.48866
C -1.49660 -1.12388 1.57944
H 0.11837 1.77032 -1.11920
H 1.52211 2.20212 -0.24487
H 1.06894 -0.37558 -1.63484
H 2.36110 0.78376 -1.70775
H -0.25360 1.85272 1.39046
H 0.76505 0.39967 1.45936
H -3.87059 -1.66458 -1.14558
H -2.53058 -0.56253 -1.34027
H -3.01719 -1.67641 -2.65165
H -4.00109 -0.19792 -2.19442
H -0.67613 -0.61372 -0.42675
H -1.77545 -2.06223 1.08496
H -0.69087 -1.35774 2.26857
H -2.45236 -0.76874 1.96161
```


<x>
C6H14NS | the ωB97M-V functional and the def2-TZVPD basis

## Properties
orbital gap: 4.28 eV
total charge: -1

Geometry as XYZ:
```
22
C6H14NS, DFT the ωB97M-V functional and the def2-TZVPD basis
C 1.13375 0.34682 0.61584
N -0.06855 0.39490 1.15378
C -1.16712 0.15477 0.25528
C -2.56266 0.15250 0.92196
S -3.94516 -0.22418 -0.19470
C -1.20528 1.25605 -0.81717
C 1.65931 -0.26325 -0.52218
C 3.16682 -0.35459 -0.67791
H 0.58681 2.27105 -0.73208
H 1.90715 0.70653 1.31358
H -1.07795 -3.38772 1.01384
H -1.25878 -0.85635 -0.19629
H -2.39244 -0.58964 1.71904
H -2.70643 1.11587 1.40309
H -0.10194 1.71890 -0.60445
H -1.14288 0.78071 -1.79038
H -1.94362 2.05269 -0.74553
H -0.37078 -3.24935 1.13307
H 0.99664 -0.90322 -1.09838
H 3.46924 -0.07486 -1.68944
H 3.45601 -1.39199 -0.51643
H 3.56783 0.34437 0.05546
```


Computed stability ranking, most favorable first: <w>, <x>


<w>
C3H11N5 | the ωB97M-V functional and the def2-TZVPD basis

## Properties
orbital gap: 9.57 eV
SMILES string: [H]/N=C\N(N)N.[H]/N=C/C
total charge: 0

Geometry as XYZ:
```
19
C3H11N5, DFT the ωB97M-V functional and the def2-TZVPD basis
H -2.34788 0.12211 0.95701
N -1.89902 0.88295 1.47011
C -0.61997 0.85961 1.27707
N 0.13481 -0.38006 0.95937
N 1.50057 -0.41172 1.21800
N -0.50781 -1.60488 0.80687
H 0.02754 1.53684 1.85010
H 1.64833 -0.44766 2.22613
H 1.84375 -1.30423 0.86412
H -1.34298 -1.63033 1.39101
H -0.85571 -1.63500 -0.15986
H -1.96443 -0.07547 -1.39014
N -1.03314 -0.28976 -1.75811
C -0.13665 0.50893 -1.31050
C 1.25182 0.59583 -1.85833
H -0.46876 1.42144 -0.54288
H 1.62605 -0.40583 -2.08363
H 1.91092 1.07742 -1.13634
H 1.23255 1.17981 -2.78000
```


<x>
C3H11N5 | the ωB97M-V functional and the def2-TZVPD basis

## Properties
orbital gap: 8.73 eV
total charge: 0

Geometry as XYZ:
```
19
C3H11N5, DFT the ωB97M-V functional and the def2-TZVPD basis
C -1.64213 -0.67647 0.87497
C -1.49313 1.86520 0.04963
C 1.02158 -0.36994 -0.90873
H -2.37238 -0.36579 1.57880
H -2.20340 -1.25993 0.07902
H -0.97875 -1.47271 1.18821
H -0.59276 2.25183 -0.59849
H -1.21690 2.51111 1.18001
H -2.71351 2.15700 -0.52692
H -0.99463 -0.98501 -1.04233
H 0.91800 -2.02943 -1.74687
H 1.35310 1.31199 0.57170
H 3.13524 -0.75216 -0.89214
H 2.65121 -1.26587 1.48241
N -0.86226 0.43085 0.38149
N -0.31781 0.05165 -0.93411
N 1.70654 -1.40771 -1.34398
N 1.69278 0.13559 0.09051
N 2.90921 -0.13019 0.51682
```


Computed stability ranking, most favorable first: <w>, <x>


<w>
C27H40O4 | the ωB97M-V functional and the def2-TZVPD basis

## Properties
orbital gap: 9.86 eV
SMILES string: CCCCCC(=O)O[C@]1(C(C)=O)CC[C@@H]2[C@@H]3CCC4=CC(=O)CC[C@]4(C)[C@H]3CC[C@@]21C
total charge: 0

Geometry as XYZ:
```
71
C27H40O4, DFT the ωB97M-V functional and the def2-TZVPD basis
C -4.09192 -4.86501 -0.83250
C -5.09877 -3.79936 -0.41690
C -4.41235 -2.56666 0.16617
C -5.41637 -1.49297 0.57907
C -4.72226 -0.28105 1.20372
C -3.86417 0.42727 0.18504
O -4.23130 0.78511 -0.90555
O -2.62074 0.60220 0.63693
C -1.73812 1.32278 -0.23619
C -2.44197 2.65989 -0.54241
C -2.27425 3.26002 -1.90900
O -3.11141 3.18652 0.30958
C -1.36785 0.48630 -1.47241
C 0.12392 0.72991 -1.74366
C 0.60774 1.71109 -0.66287
C 2.07879 1.56245 -0.24306
C 2.99130 1.72175 -1.46034
C 4.46510 1.59389 -1.05881
C 4.60249 0.24923 -0.42293
C 5.23282 -0.74878 -1.05222
C 5.19179 -2.14906 -0.63659
O 5.87622 -3.01173 -1.14341
C 4.15851 -2.43673 0.43044
C 4.14903 -1.31594 1.46091
C 3.84243 0.07246 0.86877
C 4.31366 1.10362 1.90810
C 2.33702 0.25027 0.51316
C 1.41443 0.21174 1.73214
C -0.04946 0.27879 1.30783
C -0.38159 1.54476 0.50351
C -0.42171 2.75954 1.42624
H -4.60095 -5.73387 -1.24267
H -3.41514 -4.47534 -1.58998
H -3.50031 -5.18608 0.02238
H -5.78243 -4.21599 0.32632
H -5.69269 -3.50269 -1.28390
H -3.81723 -2.86148 1.03449
H -3.73040 -2.15004 -0.57911
H -6.12373 -1.91079 1.29811
H -5.97553 -1.16166 -0.29767
H -5.47068 0.43599 1.54736
H -4.09881 -0.57452 2.04829
H -3.03423 2.81677 -2.55164
H -1.29659 3.06973 -2.33674
H -2.46663 4.32878 -1.85136
H -1.99633 0.73360 -2.32403
H -1.55294 -0.56277 -1.23557
H 0.67224 -0.20898 -1.68848
H 0.28248 1.13958 -2.74095
H 0.49789 2.73080 -1.04969
H 2.28676 2.39243 0.44036
H 2.76608 0.94917 -2.19745
H 2.81606 2.69386 -1.92600
H 5.10067 1.67097 -1.94158
H 4.73258 2.39550 -0.37074
H 5.78668 -0.55410 -1.96128
H 3.18617 -2.52320 -0.06167
H 4.37866 -3.39631 0.90070
H 5.14209 -1.27156 1.91550
H 3.44050 -1.55120 2.25534
H 3.96493 0.81623 2.89702
H 5.40145 1.13094 1.92930
H 3.95206 2.10470 1.69760
H 2.07267 -0.58460 -0.14355
H 1.64890 1.04140 2.39841
H 1.55856 -0.71264 2.29227
H -0.27772 -0.60272 0.70879
H -0.68783 0.24808 2.19134
H -1.29196 2.70257 2.07534
H -0.48582 3.68442 0.85667
H 0.46952 2.80272 2.04571
```


<x>
C27H40O4 | the ωB97M-V functional and the def2-TZVPD basis

## Properties
orbital gap: 9.25 eV
total charge: 0

Geometry as XYZ:
```
71
C27H40O4, DFT the ωB97M-V functional and the def2-TZVPD basis
C 8.61745 -0.66479 -0.58253
C 7.08612 -0.76017 -0.14078
C 6.18332 -1.29604 -1.38216
C 4.89665 -1.61604 -0.90366
C 4.17855 -0.22030 -0.44385
C 2.77943 -0.88195 -0.17069
O 2.46008 -1.40178 0.96422
O 1.97882 -0.62235 -1.42160
C 0.62689 -1.02593 -1.59305
C 0.07206 -2.28108 -0.66268
H 0.09232 -3.30164 -1.52137
H 0.78889 -2.44329 -0.01023
C -1.28846 -1.82394 -0.16322
H -1.45680 -1.95033 0.75119
H -2.00711 -2.67049 -0.61502
C -1.65427 -0.79453 -0.92127
H -2.05683 -0.90497 -1.80479
C -2.76373 0.08844 -0.21546
C -4.20832 -0.64295 -0.15898
C -5.18598 0.04474 0.50114
C -4.70784 0.87041 1.74762
C -5.48172 0.51273 2.81830
C -5.33423 1.29922 4.07265
O -5.97741 1.06104 5.12309
C -4.15821 2.49232 3.89479
C -3.07922 1.81458 3.24654
H -2.09041 2.56160 3.41442
H -2.74409 0.82985 3.52106
C -3.37129 1.45179 1.83362
C -3.73733 2.86440 1.17140
H -3.87532 2.79752 -0.08597
H -2.86093 3.72374 1.25168
H -4.68721 3.32004 1.45864
C -2.27417 0.79636 1.14850
C -1.01271 1.55798 0.87389
C -0.09743 0.58453 0.07817
H 0.25570 0.04480 0.85862
H 0.90295 1.03419 0.16919
C -0.39226 0.03569 -1.16331
C -0.37766 0.99399 -2.31940
H -1.13618 1.85670 -1.75983
H 0.65352 1.29043 -2.37223
H -0.67529 0.71247 -3.13971
H -1.17607 2.40449 0.28534
H -0.62367 1.96345 1.65570
H -2.21786 -0.03220 1.82651
H -3.77675 2.48519 5.29545
H -4.51747 3.34192 3.96234
H -6.51603 0.21316 2.73301
H -6.00042 -0.51562 0.57410
H -5.47000 1.00578 -0.25394
H -3.90255 -1.47500 0.55376
H -4.58334 -1.00007 -1.05786
H -3.09471 0.93175 -0.82078
C 0.33781 -1.46655 -2.86697
O -0.67044 -2.14482 -3.41719
C 1.63448 -0.98435 -3.88492
H 1.37532 -1.29816 -4.95205
H 1.82083 -0.07870 -3.80867
H 2.28141 -1.93152 -3.46235
H 4.51389 0.13910 0.40782
H 4.07457 0.22920 -1.29464
H 4.38848 -2.08912 -1.79149
H 5.08897 -2.48094 -0.08815
H 6.85226 -2.22232 -1.63261
H 6.33757 -0.58403 -2.06581
H 7.21714 -1.52594 0.73490
H 6.71093 0.00693 0.12150
H 9.41811 -0.28830 0.23848
H 9.00344 -1.91960 -0.84411
H 8.61375 -0.02072 -1.49430
```


Computed stability ranking, most favorable first: <w>, <x>


<w>
C4H16N2O2 | the ωB97M-V functional and the def2-TZVPD basis

## Properties
orbital gap: 11.00 eV
total charge: +2

Geometry as XYZ:
```
24
C4H16N2O2, DFT the ωB97M-V functional and the def2-TZVPD basis
C 0.89031 -1.55101 -1.42069
C 1.43295 -1.26413 -0.01806
C 1.45982 0.19547 0.28054
C 1.32411 1.29193 2.47366
N 0.70043 0.85237 1.42193
N -0.64560 -1.91261 -1.35160
H 0.91696 -0.72305 -2.13243
H 1.31904 -2.50909 -1.88270
H 0.77090 -1.73630 0.72625
H 2.40820 -1.78091 -0.12029
H 2.48551 0.50644 0.41114
H 1.58803 0.79216 -0.60600
H 2.45021 1.23072 2.56596
H 0.78422 1.99450 3.08850
H -0.39566 0.80990 1.29873
H -0.76356 -2.77372 -0.61971
H -1.11588 -2.14344 -2.18870
H -1.17689 -1.05316 -0.90909
H -2.60474 -0.11372 0.89130
H -2.26653 1.12767 0.00596
O -1.87532 0.27851 0.33739
H -3.30791 2.88934 -0.44744
H -1.97052 2.93018 -1.32909
O -2.40808 2.66195 -0.47557
```


<x>
C4H16N2O2 | the ωB97M-V functional and the def2-TZVPD basis

## Properties
orbital gap: 11.64 eV
total charge: +2

Geometry as XYZ:
```
24
C4H16N2O2, DFT the ωB97M-V functional and the def2-TZVPD basis
C 1.10017 -0.37967 1.20694
O 1.61230 0.00149 -0.13768
C -0.42066 0.06630 1.00237
C -0.57318 1.29019 0.08335
C -1.21261 0.73145 -1.20596
N -0.05311 0.24134 -2.16831
N -1.07258 0.48013 2.32058
H 1.25332 -1.42048 1.09017
H 1.73727 0.06100 1.97281
H 2.67149 0.21973 0.02354
H -0.92600 -0.95295 0.59242
H 0.33381 1.92523 0.03946
H -1.26046 2.01301 0.55902
H -1.86500 1.54575 -1.60176
H -1.78495 -0.20179 -0.92120
H 0.30578 -0.71851 -1.91424
H 0.78187 0.89250 -2.14357
H -0.16530 0.23729 -3.11377
H -2.14246 0.31260 2.49964
H -0.69784 0.11585 3.18441
H -0.89641 1.58179 2.39909
H 1.04711 -3.07729 -1.92512
H 1.53226 -2.49791 -0.71403
O 0.69517 -2.46705 -1.12817
```


Computed stability ranking, most favorable first: <w>, <x>


<w>
H33O17 | the ωB97M-V functional and the def2-TZVPD basis

## Properties
orbital gap: 8.65 eV
total charge: -1

Geometry as XYZ:
```
50
H33O17, DFT the ωB97M-V functional and the def2-TZVPD basis
O 2.50485 4.87304 1.09698
H 1.72701 5.31545 1.42572
H 2.24195 3.14795 -1.48290
O -3.97676 0.89749 -0.18666
H 1.50681 -2.74750 0.43635
H 3.86217 -3.09731 -2.08580
O 1.22545 -3.61213 2.62204
H 1.23532 -3.65066 -4.48842
H 1.75687 -3.43924 1.84145
O -4.76754 2.99835 -1.81051
H -5.32448 2.63291 -1.15033
H -3.87725 2.66016 -1.68378
O 0.84697 0.03182 1.20163
H 0.48676 -1.16888 -0.83767
O 3.42142 -3.23118 -1.24522
H 3.55965 -0.87942 0.88158
H -3.08747 4.95617 1.27599
O 1.95500 3.37845 -2.35410
H 0.65111 3.07762 2.03960
H 1.43508 2.29914 -2.55247
O -2.89251 -1.51867 0.90923
H 2.66457 -2.66399 -1.59688
H -2.37337 -1.71631 -0.06509
O 0.01396 2.81735 1.43006
H 2.80244 5.50344 0.47233
H -3.38334 0.53733 0.43713
O 1.37946 -2.20004 -0.25730
H -0.01729 -3.07717 -1.20740
H 0.21933 1.87344 1.44789
O 0.37755 -3.27267 -4.37517
H 0.21728 -0.68643 0.81853
H 1.68719 -3.70435 3.42690
O -0.04270 -0.47555 -1.32410
H -0.01733 2.61352 -1.31351
H -2.61240 4.24140 2.24748
O -1.96092 -1.63265 3.37481
H -1.07697 -1.55738 3.10038
H 1.66249 -0.44914 1.41341
O 0.08287 -4.00072 -1.76917
H 0.85433 -4.18751 -1.23562
H 0.41402 -0.25765 -2.23972
O 3.79871 -1.75453 1.01191
H -1.82828 -2.48568 3.96772
H -2.35452 -2.07537 1.44204
O -3.03323 5.17145 2.21147
H 0.32465 -3.49632 -3.43809
H 4.07318 -2.32906 0.24754
O -0.84614 3.06606 -1.31059
H -1.07923 3.14771 -0.37106
H -4.43671 0.12726 -0.39858
```


<x>
H33O17 | the ωB97M-V functional and the def2-TZVPD basis

## Properties
orbital gap: 8.62 eV
total charge: -1

Geometry as XYZ:
```
50
H33O17, DFT the ωB97M-V functional and the def2-TZVPD basis
O -1.67200 2.13862 -5.00166
H -1.09006 2.62710 -4.40662
H -2.36614 1.89161 -4.38072
O 1.82752 0.76235 -5.90559
H 2.72133 0.80420 -5.56565
H 1.46668 -0.12315 -5.89005
O 2.97870 3.30897 2.79738
H 2.44692 2.52472 3.00215
H 3.66460 3.03603 3.42601
O -1.29247 1.86028 1.09760
H -1.99837 2.37194 0.70692
H -1.22451 0.92389 0.80073
O -0.38941 -0.68634 0.89510
H -3.66275 0.75653 3.33663
O 0.08315 0.55466 3.24147
H -0.59533 -2.18974 -1.54897
H 0.20664 0.10827 2.35827
O -3.61265 -0.91263 -0.18208
H 0.21429 -1.45312 4.08835
H -2.67442 -0.81068 0.03879
O 2.60444 4.26015 -3.91033
H 3.33999 3.71672 -3.62819
H -0.74105 -1.35822 1.48579
O 0.81291 -1.51290 4.83672
H -4.02800 -0.95156 0.68728
H 1.53970 -0.92866 4.61270
O 1.91658 -2.31004 -3.46798
H 1.78077 -2.43867 -4.41527
H 0.99168 -2.13004 -3.23421
O 2.25902 1.09274 -2.75429
H 3.07313 0.65567 -2.48366
H -3.82413 -1.50691 3.23989
O -3.52738 0.43251 4.21917
H -4.07375 -0.08708 4.79479
H 0.84072 -0.53099 0.11462
O -4.78426 -1.59159 3.25049
H -5.01391 -2.46562 2.93081
H -0.31627 1.36404 2.89063
O -1.42916 -4.82181 1.84748
H -0.89401 -5.48388 2.29609
H -1.86098 -4.35530 2.56966
O -0.37210 -3.05901 -1.90157
H -0.00978 -3.58921 -1.18883
H 2.05596 3.82360 -4.56258
O 1.45911 -0.03752 -0.55726
H 1.63127 0.60470 -2.15883
H 1.73854 0.81733 -0.22807
O 3.21722 1.63958 1.01751
H 3.20432 2.36138 0.37546
H 3.37772 0.89708 0.41392
```


Computed stability ranking, most favorable first: <x>, <w>